{"formula": "C35H28Br2FeNOP2Se", "method": "ωB97M-V/def2-TZVPD", "e_lumo_ev": [-0.5, -1.6], "spin_multiplicity": 6, "s_squared": 8.782, "gap_ev": [6.1, 5.1], "fmax_ev_per_a": 2.5, "relative_energy_kcal_mol": 61.0, "species": ["Fe", "Br", "C", "C", "C", "Br", "C", "C", "C", "C", "N", "C", "C", "O", "H", "H", "H", "H", "C", "C", "P", "C", "C", "C", "C", "C", "C", "C", "C", "C", "C", "C", "C", "P", "C", "C", "C", "C", "C", "C", "C", "C", "C", "C", "C", "C", "H", "H", "H", "H", "H", "H", "H", "H", "H", "H", "H", "H", "H", "H", "H", "H", "H", "H", "H", "H", "H", "H", "H", "H", "Se"], "xyz": [[0.7060, -0.5421, 0.0971], [7.0772, 0.3823, 0.2310], [5.6031, 0.4177, 1.4072], [5.9273, 0.3201, 2.7767], [4.9055, -0.0222, 3.6088], [5.3691, -0.2665, 5.3837], [3.5802, -0.2474, 3.1710], [2.6325, -0.9334, 4.0425], [1.3163, -1.1189, 3.6273], [0.9768, -0.5120, 2.3996], [1.8923, -0.1036, 1.5106], [3.2122, 0.0949, 1.8387], [4.2250, 0.5346, 0.9030], [3.9307, 0.8879, -0.2629], [6.9829, 0.3890, 3.1256], [2.9975, -1.2834, 5.0233], [0.5736, -1.5757, 4.2796], [-0.0591, -0.2249, 2.2257], [-0.0115, 0.3798, -2.6161], [-0.9176, -0.7091, -3.1546], [-1.5347, -2.2228, -2.2384], [-2.9130, -1.8881, -1.1675], [-4.2205, -1.7826, -1.6662], [-5.2770, -1.5570, -0.7759], [-5.0402, -1.5984, 0.6058], [-3.7408, -1.7881, 1.1281], [-2.6952, -1.9272, 0.2553], [-0.1241, -2.9091, -1.3194], [-0.3021, -4.1871, -0.7273], [0.7272, -4.8813, -0.1681], [2.0020, -4.3071, -0.0647], [2.1449, -2.9633, -0.4143], [1.0076, -2.2102, -0.9003], [-0.4134, 1.0001, -0.9411], [0.3266, 2.6258, -0.6362], [-0.0677, 3.3849, 0.5266], [0.5457, 4.5803, 0.8769], [1.5609, 5.0632, 0.0150], [1.9790, 4.3327, -1.0895], [1.3886, 3.0651, -1.3746], [-2.1406, 1.5334, -0.8602], [-2.7452, 1.5539, 0.4345], [-3.9806, 2.1507, 0.5168], [-4.6954, 2.6146, -0.6003], [-4.0301, 2.7225, -1.8217], [-2.7458, 2.1821, -1.9339], [0.0447, 1.2116, -3.3080], [1.1025, 0.0212, -2.5865], [-0.3724, -1.1985, -3.9951], [-1.7814, -0.3077, -3.6383], [-4.4629, -1.6984, -2.7410], [-6.2288, -1.3627, -1.2081], [-5.8775, -1.5239, 1.2902], [-3.5357, -1.6646, 2.2170], [-1.6920, -2.0308, 0.6526], [-1.3189, -4.6503, -0.7557], [0.5764, -5.8410, 0.2862], [2.8197, -4.7566, 0.4994], [3.0959, -2.4893, -0.2441], [2.3963, -2.8729, -4.5795], [-0.8128, 2.9123, 1.1922], [0.2344, 5.1936, 1.7878], [1.8913, 6.0589, 0.2027], [2.7963, 4.6489, -1.7235], [1.8489, 2.3979, -2.1136], [-2.3193, 0.9738, 1.2710], [-4.4996, 2.2065, 1.5055], [-5.6851, 3.0531, -0.4448], [-4.4207, 3.2255, -2.6935], [-2.2864, 2.2767, -2.9263], [2.5511, -2.2375, -3.2237]]}



{"formula": "C35H28N5OOsS3", "method": "ωB97M-V/def2-TZVPD", "e_lumo_ev": [2.5, 2.4], "spin_multiplicity": 5, "s_squared": 6.046, "gap_ev": [4.5, 7.1], "total_charge": -1, "fmax_ev_per_a": 1.1, "species": ["Os", "C", "C", "N", "N", "C", "S", "S", "C", "C", "C", "C", "C", "C", "C", "C", "C", "C", "C", "C", "C", "O", "H", "H", "H", "H", "H", "H", "H", "H", "H", "H", "H", "H", "H", "H", "N", "C", "C", "C", "C", "C", "C", "S", "N", "C", "C", "C", "C", "C", "C", "N", "H", "H", "H", "H", "H", "H", "H", "H", "H", "C", "C", "C", "C", "C", "C", "C", "H", "H", "H", "H", "H"], "xyz": [[-0.3089, -0.6243, 0.4492], [-3.0208, 0.7103, 3.7348], [-2.5459, 0.0278, 2.4799], [-1.1485, -0.1937, 2.2744], [-0.3471, 0.0242, 3.3659], [0.9212, -0.0396, 3.1925], [1.7029, -0.4138, 1.6537], [1.9898, 0.1330, 4.6111], [1.2828, 1.5647, 5.4974], [1.6993, 2.9044, 4.9450], [0.9616, 3.5292, 3.9415], [1.3732, 4.7577, 3.4253], [2.5261, 5.3737, 3.8967], [3.2710, 4.7522, 4.8910], [2.8571, 3.5298, 5.4077], [-3.5471, -0.4123, 1.5644], [-4.9203, -0.2317, 1.9135], [-5.9713, -0.6464, 1.1115], [-5.7028, -1.2737, -0.0990], [-4.3730, -1.4650, -0.4787], [-3.3011, -1.0576, 0.3068], [-2.0745, -1.2984, -0.2010], [-2.1970, 1.1854, 4.2462], [-3.4741, -0.0060, 4.4396], [-3.7775, 1.4666, 3.4996], [1.6312, 1.4418, 6.5230], [0.2071, 1.4160, 5.4601], [0.0618, 3.0423, 3.5657], [0.7897, 5.2411, 2.6496], [2.8406, 6.3317, 3.4942], [4.1750, 5.2216, 5.2660], [3.4471, 3.0405, 6.1804], [-5.1604, 0.2380, 2.8596], [-6.9944, -0.4795, 1.4333], [-6.5106, -1.6101, -0.7422], [-4.1194, -1.9426, -1.4228], [2.2969, -2.0032, -2.6334], [2.5709, -3.3177, -3.0794], [2.9320, -3.5623, -4.3995], [3.2132, -4.8561, -4.8257], [3.0927, -5.9160, -3.9419], [2.6843, -5.6744, -2.6321], [2.4436, -4.3789, -2.1917], [1.9739, -4.0458, -0.5242], [1.1098, -2.5857, -0.6851], [1.3542, -1.7641, -1.6261], [1.1273, 0.8201, -1.5448], [2.1941, 1.3049, -2.3004], [2.6764, 2.5791, -2.0603], [2.0693, 3.3609, -1.1017], [0.9874, 2.8251, -0.4195], [0.5391, 1.5996, -0.6301], [2.2935, -1.3173, -3.3629], [3.0008, -2.7269, -5.0933], [3.5160, -5.0290, -5.8537], [3.3021, -6.9299, -4.2674], [2.5587, -6.4992, -1.9337], [2.6555, 0.6989, -3.0702], [3.5236, 2.9568, -2.6224], [2.4215, 4.3626, -0.8856], [0.4636, 3.3920, 0.3386], [0.4677, -0.5403, -1.6245], [-0.6036, -0.6005, -2.7047], [-1.5096, 0.4578, -2.8529], [-2.4978, 0.4383, -3.8270], [-2.6168, -0.6447, -4.6944], [-1.7442, -1.7118, -4.5474], [-0.7542, -1.6908, -3.5632], [-1.4537, 1.2963, -2.1658], [-3.1941, 1.2689, -3.9001], [-3.3891, -0.6624, -5.4569], [-1.8274, -2.5756, -5.1983], [-0.1207, -2.5658, -3.4540]]}



{"formula": "C35H28N8RuS", "method": "ωB97M-V/def2-TZVPD", "e_lumo_ev": [-8.3, -8.1], "gap_ev": [4.9, 5.0], "total_charge": 2, "fmax_ev_per_a": 3.0, "species": ["Ru", "C", "C", "C", "C", "C", "N", "C", "C", "C", "C", "C", "C", "C", "N", "C", "C", "C", "N", "C", "C", "N", "C", "C", "C", "N", "H", "H", "H", "H", "H", "H", "H", "H", "H", "H", "H", "H", "H", "H", "H", "H", "H", "H", "S", "C", "C", "C", "C", "C", "C", "C", "C", "C", "N", "H", "H", "H", "H", "H", "H", "N", "C", "C", "C", "C", "N", "C", "C", "H", "H", "H", "H"], "xyz": [[0.0716, -0.0215, 0.6552], [-7.2030, 0.6971, 0.5830], [-5.7746, 0.3022, 0.5086], [-5.3116, -0.4829, -0.5562], [-3.9938, -0.8275, -0.6613], [-3.0291, -0.4138, 0.2950], [-1.7370, -0.7257, 0.1266], [-1.2985, -1.6149, -0.8449], [-1.5504, -2.9944, -0.7156], [-1.1511, -3.8827, -1.6851], [-0.4918, -3.4434, -2.8382], [-0.0844, -4.4084, -3.8911], [-0.2533, -2.0793, -2.9868], [-0.6570, -1.1616, -2.0283], [-0.4559, 0.2171, -2.2345], [-0.4221, 0.8697, -3.4172], [-0.1162, 2.1848, -3.1559], [0.0246, 2.2557, -1.7676], [-0.1874, 1.0650, -1.2202], [-3.5082, 0.3576, 1.3975], [-4.8472, 0.7079, 1.4687], [-2.6602, 0.6900, 2.4645], [-3.0274, 0.7397, 3.7680], [-1.8986, 0.9989, 4.5078], [-0.8713, 1.1017, 3.5680], [-1.3458, 0.9179, 2.3402], [-7.8221, 0.0380, -0.0198], [-7.3334, 1.7089, 0.1925], [-7.5679, 0.6967, 1.6074], [-6.0131, -0.8038, -1.3098], [-3.6548, -1.4202, -1.4964], [-2.0934, -3.3371, 0.1533], [-1.3659, -4.9332, -1.5653], [-0.9520, -4.6685, -4.4973], [0.2901, -5.3333, -3.4593], [0.6668, -3.9846, -4.5499], [0.2596, -1.7300, -3.8691], [-0.6381, 0.3954, -4.3523], [0.0016, 2.9810, -3.8605], [0.2463, 3.1232, -1.1746], [-5.1863, 1.3226, 2.2884], [-4.0363, 0.5657, 4.0804], [-1.8213, 1.0881, 5.5709], [0.1706, 1.2977, 3.7422], [2.8715, -2.4046, 3.2005], [1.5956, -3.4751, 2.7687], [0.6060, -2.8749, 2.0466], [0.8422, -1.4996, 1.8160], [2.0654, -1.1164, 2.3736], [2.5237, 0.2365, 2.2640], [3.7054, 0.7308, 2.8236], [4.0138, 2.0676, 2.6732], [3.1166, 2.8932, 2.0017], [1.9675, 2.3366, 1.4638], [1.6925, 1.0376, 1.5554], [1.6468, -4.4999, 3.0842], [-0.2635, -3.4074, 1.6998], [4.3435, 0.0625, 3.3801], [4.9267, 2.4683, 3.0837], [3.3051, 3.9496, 1.9030], [1.2340, 2.9589, 0.9596], [7.2731, -1.5392, -2.1542], [6.1961, -1.3609, -1.8132], [4.8514, -1.1333, -1.4138], [4.0255, -2.1920, -1.0323], [2.7084, -1.9190, -0.7065], [2.1849, -0.6935, -0.7392], [2.9774, 0.3127, -1.1054], [4.3080, 0.1510, -1.4416], [4.4091, -3.2002, -1.0046], [2.0351, -2.7217, -0.4334], [2.5289, 1.2978, -1.1498], [4.9093, 1.0006, -1.7210]]}